Record 1
Molecular formula: C4H8BrN
Method: DFT, ωB97M-V with the def2-TZVPD basis set

Energy above the lowest of the compared OMol25 structures with the same formula, charge and spin = 110.1 kJ/mol
Gap between HOMO and LUMO = 9.147 eV
LUMO energy = -0.3 eV
DFT total energy = -2785.908131 a.u.
SMILES = CC1(C)CN1Br

Geometry as ORCA input:
```
! wB97M-V def2-TZVPD RIJCOSX def2/J DEFGRID3
* xyz 0 1
C 0.37 1.27 -0.65
C -0.26 0.19 0.19
C 0.73 -0.65 0.98
C -1.52 -0.44 -0.27
N -1.49 0.37 0.91
Br -2.52 2.16 0.81
H 1.01 1.90 -0.03
H -0.38 1.90 -1.12
H 0.99 0.82 -1.43
H 1.42 -0.02 1.52
H 1.29 -1.29 0.30
H 0.19 -1.27 1.69
H -1.98 -0.05 -1.17
H -1.74 -1.48 -0.08
*
```

These are the natural (NBO) partial charges, in e, on atoms 1 to 5: -0.615, 0.063, -0.602, -0.280, -0.348


Record 2
Molecular formula: C4H8BrN2
Method: DFT, ωB97M-V with the def2-TZVPD basis set

Energy above the lowest of the compared OMol25 structures with the same formula, charge and spin = 94.7 kJ/mol
Gap between HOMO and LUMO = 10.523 eV
LUMO energy = -3.4 eV
DFT total energy = -2840.484040 a.u.

Geometry as ORCA input:
```
! wB97M-V def2-TZVPD RIJCOSX def2/J DEFGRID3
* xyz 1 1
C -0.62 1.06 1.24
C -0.24 0.36 -0.83
C -0.73 -0.71 -0.08
C -0.68 -2.15 -0.43
N -0.28 1.42 -0.04
N -0.80 -0.26 1.21
Br 3.29 1.98 -1.17
H -0.80 1.62 2.13
H 0.10 0.64 -1.81
H 3.66 2.39 0.12
H -0.79 -2.25 -1.52
H -1.42 -2.83 0.06
H 0.25 -2.78 -0.41
H 0.13 2.32 -0.48
H -1.06 -0.82 2.01
*
```

These are the natural (NBO) partial charges, in e, on atoms 1 to 5: 0.223, -0.025, 0.149, -0.701, -0.457


Record 3
Molecular formula: C4H8BrNO
Method: DFT, ωB97M-V with the def2-TZVPD basis set

Energy above the lowest of the compared OMol25 structures with the same formula, charge and spin = 115.3 kJ/mol
Gap between HOMO and LUMO = 9.896 eV
LUMO energy = 0.5 eV
DFT total energy = -2861.185098 a.u.
SMILES = [H]/N=C(/C)C(C)=O.Br

Geometry as ORCA input:
```
! wB97M-V def2-TZVPD RIJCOSX def2/J DEFGRID3
* xyz 0 1
H -2.33 0.92 -1.20
N -1.79 1.43 -0.50
C -0.85 0.84 0.10
C 0.08 1.50 1.03
C -0.46 -0.61 -0.25
C -1.52 -1.57 -0.37
O 0.71 -0.90 -0.36
H 1.00 0.87 0.87
H 0.19 2.58 0.87
H -0.21 1.32 2.08
H -2.25 -1.55 -1.21
H -1.01 -2.54 -0.41
H -2.23 -1.62 0.46
Br 5.26 0.14 -0.05
H 5.41 -0.81 -1.05
*
```

These are the natural (NBO) partial charges, in e, on atoms 1 to 5: 0.342, -0.601, 0.220, -0.689, 0.520


Record 4
Molecular formula: C4H8CaO3
Method: DFT, ωB97M-V with the def2-TZVPD basis set

Energy above the lowest of the compared OMol25 structures with the same formula, charge and spin = 89.0 kJ/mol
Gap between HOMO and LUMO (alpha / beta) = 8.334 / 8.336 eV
LUMO energy (alpha / beta) = -9.4 / -9.4 eV
DFT total energy = -1059.711294 a.u.

Geometry as ORCA input:
```
! wB97M-V def2-TZVPD RIJCOSX def2/J DEFGRID3
* xyz 2 1
C -2.67 0.21 -0.14
C -1.26 -0.27 0.08
O -0.60 0.77 0.86
H -3.19 -0.54 -0.75
H -3.20 0.32 0.81
H -2.68 1.16 -0.68
H -0.70 -0.38 -0.85
H -1.21 -1.18 0.69
Ca 0.57 2.79 0.80
O 0.69 0.43 1.20
O 1.67 0.94 0.08
C 2.63 -0.02 -0.07
C 2.23 -1.14 -0.69
H 2.70 -2.08 -0.42
H 3.53 0.07 0.54
H 1.49 -1.07 -1.49
*
```

These are the natural (NBO) partial charges, in e, on atoms 1 to 5: -0.652, -0.087, -0.346, 0.282, 0.248


Record 5
Molecular formula: C4H8CeO3
Method: DFT, ωB97M-V with the def2-TZVPD basis set

<S²> = 0.75
Energy above the lowest of the compared OMol25 structures with the same formula, charge and spin = 438.2 kJ/mol
Gap between HOMO and LUMO (alpha / beta) = 7.019 / 7.779 eV
LUMO energy (alpha / beta) = -15.4 / -14.7 eV
DFT total energy = -856.606897 a.u.

Geometry as ORCA input:
```
! wB97M-V def2-TZVPD RIJCOSX def2/J DEFGRID3
* xyz 3 2
C 2.46 -1.62 -2.42
C 1.52 -1.18 -1.37
O 0.34 -1.71 -1.54
H 3.42 -1.14 -2.21
H 2.55 -2.71 -2.41
H 2.12 -1.22 -3.39
H 1.43 -0.10 -1.19
H 2.71 -1.11 0.23
O 0.82 -1.29 2.04
C 1.98 -1.66 2.32
C 3.11 -1.19 1.56
H 3.98 -1.87 1.66
H 2.04 -2.67 2.77
H 3.39 -0.16 1.79
Ce -1.50 -1.96 1.43
O -0.83 -1.93 -0.93
*
```

These are the natural (NBO) partial charges, in e, on atoms 1 to 5: -0.721, 0.420, -0.116, 0.288, 0.294


Record 6
Molecular formula: C4H8Cl2NO
Method: DFT, ωB97M-V with the def2-TZVPD basis set

Energy above the lowest of the compared OMol25 structures with the same formula, charge and spin = 449.0 kJ/mol
Gap between HOMO and LUMO (alpha / beta) = 10.644 / 5.025 eV
LUMO energy (alpha / beta) = -3.9 / -5.5 eV
DFT total energy = -1207.143918 a.u.

Geometry as ORCA input:
```
! wB97M-V def2-TZVPD RIJCOSX def2/J DEFGRID3
* xyz 1 1
C 0.22 -0.39 -1.21
C -1.95 -0.40 -0.10
C 1.19 -0.06 -0.03
C 1.06 1.73 1.55
N -0.88 -1.24 -0.63
O 0.57 0.61 1.08
Cl 1.49 2.92 0.40
Cl 0.72 2.11 3.11
H -0.21 0.57 -1.41
H 0.82 -0.93 -1.91
H -1.88 -0.29 1.03
H -2.95 -0.45 -0.55
H 1.48 -0.91 0.51
H 1.97 0.62 -0.37
H -1.14 -1.94 -1.52
H -0.50 -1.96 0.04
*
```

These are the natural (NBO) partial charges, in e, on atoms 1 to 5: -0.250, -0.120, -0.084, 0.099, -0.595


Please write out number 6 again, unchanged.
Molecular formula: C4H8Cl2NO
Method: DFT, ωB97M-V with the def2-TZVPD basis set

Energy above the lowest of the compared OMol25 structures with the same formula, charge and spin = 449.0 kJ/mol
Gap between HOMO and LUMO (alpha / beta) = 10.644 / 5.025 eV
LUMO energy (alpha / beta) = -3.9 / -5.5 eV
DFT total energy = -1207.143918 a.u.

Geometry as ORCA input:
```
! wB97M-V def2-TZVPD RIJCOSX def2/J DEFGRID3
* xyz 1 1
C 0.22 -0.39 -1.21
C -1.95 -0.40 -0.10
C 1.19 -0.06 -0.03
C 1.06 1.73 1.55
N -0.88 -1.24 -0.63
O 0.57 0.61 1.08
Cl 1.49 2.92 0.40
Cl 0.72 2.11 3.11
H -0.21 0.57 -1.41
H 0.82 -0.93 -1.91
H -1.88 -0.29 1.03
H -2.95 -0.45 -0.55
H 1.48 -0.91 0.51
H 1.97 0.62 -0.37
H -1.14 -1.94 -1.52
H -0.50 -1.96 0.04
*
```

These are the natural (NBO) partial charges, in e, on atoms 1 to 5: -0.250, -0.120, -0.084, 0.099, -0.595